A 14-piece molecular cluster, C44H110N2O36S12 overall at a distorted geometry. Source: the Open Molecules 2025 dataset; level of theory: the ωB97M-V functional and the def2-TZVPD basis.

Results
E_tot = -9338.53211 a.u.
HOMO-LUMO gap = 0.3844 hartree
energy above the lowest of the compared OMol25 structures with the same formula, charge and spin = 54.54 kcal per mole

Each line ends with the Mulliken charge.
Cartesian coordinates (Å):
O 17.283 23.910 20.650  -0.531
S 18.532 24.322 20.004  1.069
O 19.097 25.656 20.130  -0.638
O 19.680 23.178 20.337  -0.446
C 19.310 21.826 20.427  1.569
C 20.136 21.267 21.540  -1.534
C 18.263 24.001 18.179  -0.539
H 19.587 21.321 19.502  -0.268
H 18.285 21.605 20.726  -0.221
H 20.181 20.178 21.567  0.074
H 19.797 21.620 22.514  0.388
H 21.189 21.534 21.449  0.463
H 17.343 24.508 17.887  0.339
H 18.373 22.937 17.969  -0.113
H 19.100 24.527 17.718  0.407
O 21.755 18.261 17.640  -0.308
S 21.468 18.704 16.274  1.068
O 22.209 19.807 15.658  -0.654
O 21.501 17.366 15.219  -0.509
C 20.968 16.048 15.645  1.504
C 20.855 15.244 14.401  -1.549
C 19.670 19.230 16.318  -0.302
H 20.060 16.151 16.239  -0.402
H 21.721 15.569 16.271  -0.120
H 20.070 15.753 13.841  0.145
H 20.566 14.196 14.489  0.360
H 21.713 15.271 13.730  0.480
H 19.555 20.204 16.793  0.261
H 19.008 18.469 16.730  -0.474
H 19.506 19.205 15.240  0.496
O 12.985 20.945 23.283  -0.538
S 13.739 21.862 24.084  1.065
O 13.497 22.067 25.505  -0.599
O 15.357 21.510 23.960  -0.394
C 15.873 20.989 22.767  0.622
C 17.015 19.960 23.249  -0.693
C 13.785 23.490 23.193  -0.844
H 16.236 21.794 22.129  0.199
H 15.092 20.571 22.132  -0.509
H 17.916 20.499 23.543  0.316
H 17.242 19.324 22.394  -0.038
H 16.680 19.274 24.028  0.514
H 14.296 23.393 22.235  0.249
H 14.303 24.188 23.851  0.328
H 12.728 23.750 23.145  0.372
O 26.986 20.541 16.829  -0.606
S 26.904 21.359 18.011  1.199
O 26.985 22.844 17.817  -0.646
O 25.491 21.115 18.857  -0.301
C 25.027 19.803 18.961  -0.366
C 24.062 19.592 20.120  -0.631
C 28.206 20.882 19.205  -0.875
H 25.922 19.200 19.116  0.336
H 24.591 19.448 18.027  0.305
H 24.674 19.388 20.999  0.442
H 23.512 18.655 20.034  -0.053
H 23.295 20.353 20.264  0.191
H 29.111 21.458 19.012  0.391
H 28.406 19.831 18.997  0.311
H 27.693 21.174 20.121  0.293
O 17.614 11.234 18.807  -0.687
S 16.699 12.313 18.430  1.092
O 15.856 12.974 19.386  -0.363
O 17.463 13.369 17.538  0.007
C 18.549 12.981 16.693  -0.732
C 19.834 13.132 17.560  -0.478
C 15.702 11.755 17.122  -1.113
H 18.569 13.661 15.842  -0.127
H 18.483 12.026 16.172  0.437
H 20.663 13.080 16.854  0.616
H 20.051 12.318 18.252  0.544
H 19.835 14.104 18.051  -0.295
H 14.827 11.318 17.604  0.498
H 16.256 11.053 16.500  0.376
H 15.328 12.633 16.596  0.128
O 14.290 18.199 14.190  -0.242
S 13.381 18.447 13.038  1.072
O 13.240 17.436 12.008  -0.630
O 11.846 18.777 13.634  -0.361
C 11.808 19.587 14.768  0.257
C 10.397 19.624 15.323  -1.454
C 13.810 20.004 12.225  -1.073
H 12.011 20.620 14.484  0.433
H 12.510 19.239 15.526  -0.057
H 9.704 20.042 14.593  0.367
H 10.434 20.369 16.118  0.394
H 10.069 18.625 15.608  0.330
H 14.117 20.774 12.933  0.312
H 13.020 20.298 11.534  0.412
H 14.725 19.816 11.663  0.335
O 15.130 14.884 25.004  -0.649
S 15.460 15.153 23.600  1.028
O 16.461 16.191 23.282  -0.357
O 15.909 13.762 22.790  -0.210
C 17.135 13.181 23.168  0.248
C 17.228 11.968 22.314  -1.299
C 13.887 15.472 22.653  -0.797
H 17.079 12.869 24.211  0.495
H 18.015 13.814 23.049  -0.048
H 17.396 12.260 21.277  -0.032
H 16.411 11.247 22.326  0.463
H 18.050 11.334 22.647  0.398
H 13.212 16.073 23.262  0.435
H 13.519 14.516 22.281  0.419
H 14.179 16.084 21.799  -0.017
O 22.922 13.503 22.543  -0.687
S 21.646 13.715 21.921  0.975
O 20.499 14.343 22.626  -0.075
O 21.865 14.528 20.470  -0.125
C 22.907 14.117 19.556  -0.182
C 23.755 15.330 19.277  -1.206
C 20.955 12.184 21.163  -0.834
H 22.566 13.741 18.592  0.074
H 23.482 13.274 19.939  0.552
H 23.240 16.054 18.646  0.086
H 24.686 15.077 18.770  0.545
H 24.170 15.736 20.200  0.247
H 21.831 11.636 20.818  0.476
H 20.212 12.387 20.392  -0.124
H 20.439 11.662 21.969  0.378
O 17.533 17.866 13.952  -0.276
S 17.085 17.171 12.717  0.556
O 16.264 17.809 11.741  -0.605
O 18.459 16.558 12.078  -0.243
C 18.308 15.776 10.931  -0.429
C 19.244 14.450 11.139  -1.027
C 16.230 15.672 13.214  0.084
H 18.687 16.438 10.152  0.351
H 17.297 15.519 10.615  0.427
H 19.203 13.898 10.200  0.414
H 18.914 13.815 11.961  0.223
H 20.288 14.689 11.340  0.284
H 15.275 15.931 13.671  -0.253
H 16.836 15.404 14.079  -0.185
H 16.230 14.853 12.494  0.578
O 18.400 9.582 28.095  -0.616
S 19.849 9.737 28.136  1.150
O 20.709 8.552 27.982  -0.586
O 20.248 10.854 26.945  -0.324
C 19.376 11.972 26.639  -0.564
C 19.929 12.677 25.372  -0.581
C 20.339 10.724 29.622  -0.923
H 19.315 12.616 27.516  0.352
H 18.367 11.605 26.455  0.395
H 19.890 11.990 24.527  0.084
H 20.936 13.022 25.609  0.430
H 19.374 13.546 25.019  0.121
H 19.524 11.370 29.949  0.331
H 21.138 11.384 29.284  0.309
H 20.591 10.069 30.457  0.375
O 21.405 18.498 26.408  -0.682
S 20.731 18.750 25.123  1.075
O 20.355 20.125 24.753  -0.523
O 21.643 18.085 23.871  -0.200
C 22.378 16.852 24.125  0.048
C 23.432 16.721 22.998  -0.731
C 19.218 17.720 24.757  -0.309
H 21.666 16.030 24.199  -0.153
H 22.865 16.953 25.095  0.416
H 22.963 16.579 22.024  -0.304
H 24.145 15.911 23.153  0.463
H 23.927 17.690 22.941  0.448
H 19.477 16.661 24.740  0.072
H 18.868 18.103 23.798  -0.291
H 18.504 18.048 25.512  0.546
O 16.416 21.428 18.119  -0.608
S 16.463 19.988 18.345  0.650
O 17.748 19.387 18.731  -0.235
O 15.333 19.506 19.467  0.182
C 13.994 20.002 19.302  -0.231
C 13.085 19.166 20.251  -0.899
C 15.834 19.137 16.850  -0.624
H 13.591 19.998 18.290  0.400
H 13.928 21.062 19.547  0.246
H 13.490 19.141 21.262  0.128
H 12.990 18.127 19.932  0.007
H 12.035 19.452 20.307  0.459
H 15.215 19.767 16.211  0.822
H 15.261 18.247 17.111  -0.158
H 16.680 18.805 16.250  -0.146
C 12.204 15.778 15.577  -1.191
C 13.594 15.380 16.088  0.446
C 13.849 15.031 17.570  2.291
C 13.061 13.982 18.069  -0.283
N 12.399 13.069 18.428  -0.656
H 11.431 15.238 16.122  0.472
H 12.217 15.556 14.510  0.415
H 12.118 16.857 15.703  -0.065
H 14.306 16.135 15.754  -0.157
H 13.763 14.442 15.559  0.193
H 13.663 15.904 18.194  -0.376
H 14.865 14.703 17.789  -1.023
C 19.772 17.040 19.839  -0.057
C 18.820 15.928 20.298  1.011
C 17.352 16.214 19.865  0.561
C 17.173 16.315 18.392  -0.531
N 16.993 16.387 17.267  -0.172
H 19.774 17.097 18.751  -0.167
H 20.753 16.707 20.178  -0.156
H 19.615 18.008 20.315  -0.232
H 18.803 15.925 21.387  0.184
H 19.196 14.990 19.890  -0.666
H 16.863 16.928 20.528  0.087
H 16.659 15.430 20.173  0.120

Forces on atoms 1 to 6 (eV/Å):
O 1.7 0.8 -0.2
S -1.0 -1.1 -1.7
O -0.5 -2.1 0.4
O -1.1 3.1 -0.2
C 0.4 -1.7 0.5
C 1.1 -0.5 0.8

=====

A 12-piece molecular cluster, C44H112BN10O19 overall at a distorted geometry. Source: the Open Molecules 2025 dataset; level of theory: the ωB97M-V functional and the def2-TZVPD basis.

Results
E_tot = -3745.47991 a.u.
HOMO-LUMO gap = 0.3377 hartree
charge = -1
energy above the lowest of the compared OMol25 structures with the same formula, charge and spin = 51.02 kcal per mole

Each line ends with the Mulliken charge.
Cartesian coordinates (Å):
O -0.915 2.419 -3.396  -0.663
C -0.250 1.696 -2.661  0.644
O -0.747 0.749 -2.001  -0.513
B 0.194 0.105 -1.028  0.920
O 1.369 1.076 -1.071  -0.414
C 1.183 1.949 -2.038  0.587
O 1.921 2.884 -2.256  -0.621
O 0.425 -1.343 -1.367  -0.443
C 0.165 -2.047 -0.348  0.633
O 0.428 -3.221 -0.303  -0.640
C -0.363 -1.194 0.815  0.626
O -0.386 0.034 0.324  -0.460
O -0.679 -1.508 1.970  -0.659
C -7.746 2.622 -3.180  -1.281
C -7.852 2.629 -1.686  0.309
C -8.442 4.020 -1.252  -0.601
O -9.850 4.039 -1.562  -0.320
C -10.467 5.293 -1.149  -0.768
N -8.567 1.361 -1.224  -0.719
H -8.716 2.735 -3.666  0.268
H -7.290 1.655 -3.395  0.398
H -7.097 3.442 -3.486  0.340
H -6.869 2.387 -1.282  0.273
H -8.015 4.799 -1.884  0.330
H -8.340 4.222 -0.186  0.397
H -11.448 5.351 -1.622  0.261
H -9.990 6.177 -1.573  0.309
H -10.572 5.346 -0.065  0.288
H -8.267 0.599 -1.815  0.247
H -9.543 1.381 -1.483  0.271
C 7.409 0.698 -3.057  -1.440
C 7.583 0.181 -1.591  0.382
C 7.515 1.299 -0.572  -0.743
O 8.610 2.184 -0.647  -0.356
C 8.457 3.394 -1.255  -0.710
N 6.466 -0.708 -1.363  -0.736
H 6.411 1.043 -3.328  0.324
H 7.412 -0.254 -3.587  0.468
H 8.264 1.233 -3.471  0.376
H 8.595 -0.195 -1.441  0.273
H 7.393 0.921 0.443  0.385
H 6.607 1.888 -0.702  0.310
H 9.405 3.905 -1.422  0.290
H 7.688 4.049 -0.845  0.318
H 8.178 3.223 -2.295  0.263
H 6.543 -1.325 -2.159  0.315
H 5.623 -0.185 -1.558  0.282
C -3.230 6.449 8.248  -1.440
C -3.395 5.307 7.293  0.321
C -2.525 5.468 6.018  -0.737
O -1.176 5.605 6.433  -0.296
C -0.211 5.162 5.424  -0.779
N -3.046 4.083 8.064  -0.731
H -2.216 6.540 8.636  0.294
H -3.812 6.168 9.126  0.394
H -3.457 7.425 7.820  0.362
H -4.447 5.342 7.009  0.368
H -2.798 6.272 5.335  0.432
H -2.645 4.602 5.367  0.412
H -0.409 4.115 5.192  0.335
H 0.775 5.163 5.890  0.238
H -0.341 5.725 4.500  0.298
H -3.172 3.177 7.636  0.243
H -2.052 4.189 8.209  0.285
C 5.099 -9.135 -2.369  -1.355
C 5.910 -9.117 -1.061  0.845
C 6.711 -10.428 -0.861  -0.906
O 7.192 -10.568 0.440  -0.356
C 8.440 -10.051 0.808  -0.708
N 6.791 -8.019 -1.007  -0.731
H 4.237 -9.793 -2.262  0.367
H 5.555 -9.570 -3.258  0.317
H 4.703 -8.154 -2.632  0.343
H 5.178 -9.022 -0.259  0.166
H 7.454 -10.499 -1.656  0.414
H 6.093 -11.293 -1.099  0.350
H 9.094 -10.182 -0.054  0.340
H 8.963 -10.670 1.536  0.271
H 8.414 -8.999 1.093  0.214
H 6.300 -7.139 -1.072  0.277
H 7.252 -7.974 -0.109  0.155
C 7.229 1.444 9.753  -1.591
C 6.253 1.879 8.724  0.802
C 4.822 1.823 9.397  -0.811
O 4.078 0.579 9.385  -0.319
C 3.781 0.037 8.066  -0.675
N 6.626 3.260 8.346  -0.756
H 7.114 0.477 10.243  0.309
H 7.274 2.222 10.515  0.391
H 8.217 1.467 9.295  0.377
H 6.378 1.241 7.848  0.249
H 4.084 2.579 9.128  0.420
H 4.932 2.090 10.448  0.310
H 3.184 0.710 7.450  0.305
H 3.176 -0.859 8.204  0.261
H 4.597 -0.075 7.352  0.255
H 7.466 3.315 7.788  0.249
H 5.886 3.649 7.780  0.223
C 3.495 -8.809 6.286  -1.378
C 2.791 -7.701 5.612  0.344
C 3.753 -6.574 5.251  -0.877
O 4.953 -6.929 4.609  -0.222
C 5.989 -5.967 4.701  -0.822
N 2.267 -8.350 4.375  -0.791
H 2.790 -9.625 6.444  0.388
H 4.005 -8.451 7.180  0.343
H 4.279 -9.255 5.675  0.307
H 1.938 -7.299 6.159  0.326
H 3.989 -6.156 6.230  0.399
H 3.371 -5.747 4.652  0.480
H 6.958 -6.168 4.245  0.265
H 6.343 -5.691 5.694  0.314
H 5.622 -5.066 4.207  0.328
H 2.335 -7.622 3.679  0.272
H 2.949 -8.985 3.987  0.324
C -7.614 -11.777 3.659  -1.414
C -7.905 -10.538 2.774  0.279
C -6.789 -9.425 3.045  -0.671
O -7.083 -8.219 2.326  -0.315
C -6.243 -7.106 2.643  -0.674
N -7.735 -11.017 1.455  -0.679
H -6.658 -12.230 3.397  0.368
H -8.303 -12.596 3.455  0.400
H -7.642 -11.612 4.736  0.342
H -8.934 -10.189 2.862  0.278
H -5.803 -9.713 2.680  0.327
H -6.708 -9.033 4.059  0.390
H -6.377 -6.803 3.681  0.270
H -6.519 -6.341 1.917  0.230
H -5.245 -7.481 2.417  0.312
H -8.003 -11.987 1.536  0.270
H -6.736 -11.086 1.324  0.285
C -1.716 -7.073 -6.972  -1.554
C -1.124 -5.902 -7.788  0.481
C 0.209 -5.483 -7.181  -0.682
O 0.974 -4.492 -7.909  -0.336
C 2.280 -4.224 -7.393  -0.730
N -1.312 -6.152 -9.199  -0.806
H -1.666 -6.849 -5.906  0.347
H -1.195 -8.000 -7.212  0.385
H -2.743 -7.351 -7.210  0.389
H -1.806 -5.064 -7.641  0.263
H 0.854 -6.325 -6.928  0.400
H 0.028 -4.940 -6.254  0.343
H 2.349 -3.678 -6.452  0.292
H 2.747 -3.536 -8.098  0.254
H 2.891 -5.117 -7.259  0.304
H -0.861 -5.298 -9.492  0.342
H -2.309 -6.013 -9.284  0.310
C -1.280 7.616 -10.456  -1.552
C -2.222 8.707 -10.009  0.452
C -2.719 9.594 -11.205  -0.663
O -1.570 10.348 -11.534  -0.281
C -1.671 11.195 -12.707  -0.746
N -3.332 7.993 -9.463  -0.773
H -1.456 6.907 -11.265  0.376
H -1.028 6.809 -9.768  0.434
H -0.344 8.092 -10.747  0.330
H -1.693 9.267 -9.237  0.287
H -3.500 10.309 -10.944  0.393
H -3.092 8.911 -11.968  0.323
H -2.261 12.108 -12.639  0.265
H -2.082 10.593 -13.517  0.325
H -0.632 11.432 -12.939  0.241
H -3.639 7.395 -10.217  0.299
H -3.008 7.336 -8.768  0.291
C -2.589 13.937 -1.310  -1.358
C -3.413 12.657 -0.959  0.293
C -2.803 11.450 -1.491  -0.646
O -3.117 10.227 -0.738  -0.395
C -2.779 9.037 -1.405  -0.742
N -3.441 12.579 0.488  -0.821
H -1.566 13.852 -0.943  0.365
H -3.125 14.795 -0.904  0.356
H -2.615 14.180 -2.372  0.352
H -4.437 12.908 -1.235  0.275
H -1.718 11.477 -1.599  0.382
H -3.082 11.295 -2.533  0.407
H -1.765 9.222 -1.759  0.298
H -3.365 8.811 -2.296  0.285
H -2.923 8.078 -0.908  0.279
H -2.481 12.599 0.803  0.280
H -3.587 11.588 0.618  0.390
O -4.207 -1.076 6.314  -0.648
H -4.878 -0.840 5.673  0.318
H -3.463 -1.368 5.787  0.330

Forces on atoms 1 to 6 (eV/Å):
O 1.8 -0.9 0.4
C -0.3 3.6 -1.1
O -0.9 -3.5 1.8
B -0.2 0.7 -0.3
O -0.8 -1.7 0.0
C 0.5 1.6 -0.4